{
  "formula": "C71H118Cl62O18P",
  "method": "wB97M-V/def2-TZVPD",
  "charge": 1,
  "fmax_ev_per_a": 4.57,
  "energy_ev": -898066.304,
  "elements": ["C", "C", "C", "C", "P", "C", "C", "C", "C", "C", "C", "C", "C", "C", "C", "C", "C", "H", "H", "H", "H", "H", "H", "H", "H", "H", "H", "H", "H", "H", "H", "H", "H", "H", "H", "H", "H", "H", "H", "H", "H", "H", "H", "H", "H", "H", "H", "H", "H", "H", "H", "H", "H", "C", "C", "C", "O", "C", "C", "C", "O", "O", "O", "H", "H", "H", "H", "C", "C", "C", "O", "C", "C", "C", "O", "O", "O", "H", "H", "H", "H", "C", "C", "C", "O", "C", "C", "C", "O", "O", "O", "H", "H", "H", "H", "C", "C", "C", "O", "C", "C", "C", "O", "O", "O", "H", "H", "H", "H", "O", "H", "H", "O", "H", "H", "C", "Cl", "Cl", "H", "H", "C", "Cl", "Cl", "H", "H", "C", "Cl", "Cl", "H", "H", "C", "Cl", "Cl", "H", "H", "C", "Cl", "Cl", "H", "H", "C", "Cl", "Cl", "H", "H", "C", "Cl", "Cl", "H", "H", "C", "Cl", "Cl", "H", "H", "C", "Cl", "Cl", "H", "H", "C", "Cl", "Cl", "H", "H", "C", "Cl", "Cl", "H", "H", "C", "Cl", "Cl", "H", "H", "C", "Cl", "Cl", "H", "H", "C", "Cl", "Cl", "H", "H", "C", "Cl", "Cl", "H", "H", "C", "Cl", "Cl", "H", "H", "C", "Cl", "Cl", "H", "H", "C", "Cl", "Cl", "H", "H", "C", "Cl", "Cl", "H", "H", "C", "Cl", "Cl", "H", "H", "C", "Cl", "Cl", "H", "H", "C", "Cl", "Cl", "H", "H", "C", "Cl", "Cl", "H", "H", "C", "Cl", "Cl", "H", "H", "C", "Cl", "Cl", "H", "H", "C", "Cl", "Cl", "H", "H", "C", "Cl", "Cl", "H", "H", "C", "Cl", "Cl", "H", "H", "C", "Cl", "Cl", "H", "H", "C", "Cl", "Cl", "H", "H", "C", "Cl", "Cl", "H", "H"],
  "coordinates": [[-4.229, -3.807, 2.523], [-2.958, -3.037, 2.846], [-2.228, -2.612, 1.568], [-0.917, -1.786, 1.786], [-0.380, -0.811, 0.370], [-0.045, -1.678, -1.211], [1.274, -2.456, -1.202], [1.573, -2.899, -2.690], [2.027, -1.725, -3.632], [1.111, 0.157, 0.899], [1.003, 1.208, 2.092], [2.324, 2.012, 2.558], [3.504, 1.293, 3.112], [-1.799, 0.300, -0.186], [-1.489, 1.314, -1.352], [-2.487, 2.481, -1.350], [-3.800, 2.142, -1.964], [-4.926, -3.112, 2.054], [-4.677, -4.438, 3.291], [-3.989, -4.575, 1.788], [-2.356, -3.586, 3.570], [-3.270, -2.126, 3.356], [-2.917, -2.150, 0.861], [-2.051, -3.545, 1.032], [-0.080, -2.453, 1.994], [-1.047, -1.132, 2.648], [0.053, -0.738, -1.753], [-0.905, -2.257, -1.546], [1.083, -3.366, -0.633], [2.066, -1.927, -0.672], [0.666, -3.368, -3.071], [2.330, -3.675, -2.805], [2.291, -2.019, -4.648], [2.979, -1.224, -3.460], [1.263, -0.963, -3.786], [1.505, 0.698, 0.039], [1.871, -0.567, 1.194], [0.792, 0.589, 2.964], [0.151, 1.865, 1.920], [1.936, 2.857, 3.127], [2.727, 2.546, 1.697], [4.195, 2.048, 3.486], [3.925, 0.765, 2.256], [3.375, 0.626, 3.964], [-2.275, 0.867, 0.614], [-2.633, -0.321, -0.512], [-1.561, 0.814, -2.318], [-0.472, 1.698, -1.265], [-2.028, 3.253, -1.967], [-2.607, 2.904, -0.352], [-3.719, 2.087, -3.049], [-4.449, 3.001, -1.796], [-4.262, 1.260, -1.520], [4.504, 5.571, -1.078], [3.620, 6.271, -0.240], [3.221, 5.838, 1.130], [2.276, 6.257, 1.778], [4.095, 4.769, 1.605], [5.065, 4.200, 0.798], [5.328, 4.412, -0.594], [6.161, 3.812, -1.185], [5.869, 3.269, 1.372], [3.112, 7.401, -0.713], [4.654, 5.924, -2.087], [3.987, 4.353, 2.595], [6.250, 2.696, 0.703], [2.295, 7.544, -0.230], [-2.696, 5.010, 1.096], [-3.783, 5.210, 1.953], [-3.588, 5.540, 3.413], [-4.495, 5.901, 4.184], [-2.144, 5.421, 3.858], [-1.122, 5.249, 2.994], [-1.323, 5.004, 1.535], [-0.343, 4.912, 0.765], [0.161, 5.035, 3.359], [-5.037, 5.360, 1.397], [-2.903, 4.926, 0.040], [-1.826, 5.388, 4.889], [0.770, 4.933, 2.623], [-5.736, 5.472, 2.046], [4.949, 5.826, -6.230], [6.142, 6.429, -6.065], [7.142, 5.916, -5.076], [8.306, 6.378, -4.948], [6.654, 4.865, -4.253], [5.412, 4.270, -4.477], [4.414, 4.729, -5.500], [3.276, 4.255, -5.588], [4.880, 3.353, -3.534], [6.580, 7.438, -6.882], [4.193, 6.225, -6.890], [7.411, 4.456, -3.600], [4.000, 3.165, -3.871], [7.526, 7.574, -6.788], [3.777, 7.687, 5.348], [2.655, 8.040, 5.980], [1.583, 7.056, 6.358], [0.550, 7.348, 7.000], [1.987, 5.736, 5.913], [3.176, 5.370, 5.317], [4.230, 6.403, 5.000], [5.276, 6.179, 4.408], [3.487, 4.052, 5.195], [2.367, 9.268, 6.276], [4.473, 8.469, 5.084], [1.386, 4.932, 6.312], [4.413, 3.879, 5.384], [1.470, 9.309, 6.615], [6.115, 3.413, 5.097], [6.628, 4.110, 4.687], [6.611, 3.180, 5.882], [1.783, 3.531, -0.766], [1.930, 4.403, -1.133], [0.984, 3.620, -0.247], [4.201, 2.579, 8.004], [4.514, 1.094, 7.075], [4.603, 2.198, 9.683], [4.881, 3.364, 7.674], [3.134, 2.805, 7.998], [-3.920, 0.853, 3.632], [-4.757, 0.077, 2.179], [-2.327, 1.665, 3.364], [-4.642, 1.572, 4.021], [-3.801, 0.136, 4.443], [-7.054, -1.436, -1.628], [-7.267, -2.402, -0.184], [-6.862, 0.306, -1.127], [-6.189, -1.842, -2.152], [-7.972, -1.550, -2.205], [-3.756, -1.779, 7.710], [-4.143, -2.120, 5.984], [-3.730, -3.269, 8.610], [-2.791, -1.275, 7.762], [-4.505, -1.172, 8.218], [-5.457, -5.845, -2.062], [-5.291, -5.296, -0.356], [-6.740, -4.936, -3.036], [-4.473, -5.668, -2.497], [-5.671, -6.914, -2.064], [-0.444, -8.783, 5.096], [-1.222, -10.250, 4.293], [-1.374, -8.391, 6.571], [0.614, -8.945, 5.302], [-0.415, -7.890, 4.471], [1.133, 1.693, -5.373], [2.076, 1.817, -3.906], [-0.216, 2.961, -5.172], [1.704, 1.973, -6.258], [0.636, 0.729, -5.483], [-8.199, -1.460, 3.552], [-9.676, -1.636, 2.539], [-7.707, 0.243, 3.704], [-8.434, -1.747, 4.577], [-7.407, -2.052, 3.093], [-4.062, -9.450, -0.175], [-4.163, -8.407, 1.302], [-2.944, -8.531, -1.361], [-3.703, -10.439, 0.109], [-5.056, -9.507, -0.618], [5.847, -4.045, 0.075], [4.498, -3.352, 0.966], [6.365, -3.091, -1.267], [6.689, -4.381, 0.681], [5.427, -4.958, -0.344], [-3.485, 5.645, -5.820], [-2.595, 6.462, -6.992], [-4.844, 4.796, -6.629], [-2.796, 4.909, -5.405], [-3.996, 6.332, -5.146], [3.601, -3.175, 4.337], [2.427, -2.564, 3.201], [3.894, -2.004, 5.787], [3.119, -4.084, 4.697], [4.567, -3.280, 3.843], [-1.313, 1.782, -8.565], [-2.292, 3.206, -8.268], [-1.461, 0.582, -7.339], [-1.717, 1.317, -9.464], [-0.255, 2.029, -8.660], [-0.358, -5.024, 8.057], [-0.006, -4.189, 9.534], [0.542, -4.299, 6.684], [-0.057, -6.067, 8.158], [-1.428, -4.906, 7.887], [2.386, -8.293, -0.235], [1.202, -8.398, -1.574], [2.426, -6.566, 0.156], [2.078, -8.903, 0.615], [3.387, -8.604, -0.533], [0.562, -0.075, 6.438], [0.433, 1.510, 7.124], [-0.829, -0.498, 5.476], [1.539, -0.067, 5.954], [0.653, -0.738, 7.299], [-5.455, -5.756, 6.165], [-3.835, -5.792, 5.466], [-5.464, -7.023, 7.483], [-5.685, -4.803, 6.641], [-6.160, -6.000, 5.371], [-3.065, -2.643, -4.725], [-1.653, -1.618, -4.811], [-3.563, -2.692, -3.031], [-3.900, -2.299, -5.336], [-2.742, -3.619, -5.086], [6.639, 0.570, -5.863], [4.888, 0.487, -5.622], [7.396, 1.397, -4.550], [7.074, -0.429, -5.893], [6.869, 1.006, -6.835], [1.906, -3.815, -6.918], [1.294, -2.250, -7.507], [3.547, -3.990, -7.638], [2.018, -3.749, -5.836], [1.333, -4.674, -7.269], [-7.821, -8.106, 1.423], [-7.744, -6.372, 1.652], [-7.986, -8.538, -0.302], [-6.967, -8.611, 1.876], [-8.718, -8.381, 1.977], [3.935, -7.227, -5.614], [2.390, -8.073, -5.921], [3.648, -5.784, -4.597], [4.529, -7.889, -4.984], [4.395, -6.849, -6.527], [5.773, 0.394, -1.796], [4.366, 0.429, -0.704], [7.316, 0.385, -1.000], [5.512, -0.439, -2.449], [5.765, 1.298, -2.405], [-8.893, 5.025, -4.744], [-8.075, 5.674, -6.114], [-7.702, 4.135, -3.819], [-9.381, 5.829, -4.194], [-9.519, 4.218, -5.124], [-0.732, -6.680, 1.247], [-0.088, -5.677, 2.582], [-0.425, -8.405, 1.575], [-1.804, -6.491, 1.179], [-0.404, -6.278, 0.288], [-7.076, 1.626, -6.431], [-6.257, 1.358, -4.797], [-6.017, 1.339, -7.832], [-7.959, 0.987, -6.442], [-7.305, 2.691, -6.453], [-0.137, 6.522, -4.031], [-1.726, 6.940, -3.218], [0.922, 5.633, -2.942], [-0.268, 5.986, -4.971], [0.511, 7.372, -4.244], [-7.644, 4.265, -0.407], [-7.690, 5.938, -0.960], [-9.334, 3.776, -0.521], [-6.936, 3.701, -1.014], [-7.303, 4.240, 0.628], [-1.014, -6.639, -3.834], [-1.381, -5.531, -2.475], [-0.992, -5.592, -5.308], [-0.070, -7.179, -3.905], [-1.745, -7.427, -4.018], [7.289, -0.214, 2.764], [7.709, -0.416, 4.466], [8.096, -1.569, 1.855], [6.204, -0.281, 2.685], [7.793, 0.671, 2.375], [7.393, -3.166, -4.768], [8.438, -1.952, -4.071], [5.714, -2.580, -4.912], [7.726, -3.439, -5.769], [7.303, -4.008, -4.081]],
  "forces_ev_per_angstrom": [[0.3, -0.5, -0.9], [-0.5, 0.7, 0.6], [0.3, -0.7, -0.2], [-0.8, -0.9, -0.4], [-1.4, 1.6, -0.2], [1.0, 0.8, 1.5], [-0.5, -1.1, -1.3], [0.9, 1.3, -0.1], [-0.2, -0.3, -0.4], [0.2, 1.0, 0.4], [0.9, -1.2, 0.5], [-2.1, 0.5, -2.0], [0.2, -0.2, 0.4], [0.3, 0.4, -0.4], [0.0, -0.4, 0.9], [1.3, -0.1, -0.2], [-0.7, 0.5, -0.1], [-0.4, -0.2, 0.1], [0.0, 0.8, 0.5], [0.1, 0.0, -0.4], [0.4, -0.1, -0.3], [0.1, 0.2, 0.2], [-0.2, 0.6, 0.4], [0.7, -0.2, -0.1], [0.0, -0.2, 0.3], [0.1, 0.3, 0.0], [0.0, -0.2, -0.9], [-0.1, 0.2, 0.0], [0.2, -0.2, 0.1], [0.2, 0.1, -0.5], [-0.2, 0.2, -0.1], [0.2, -0.1, 0.7], [-0.6, -0.8, -0.2], [-0.1, 0.1, 1.3], [-0.1, 0.1, 0.3], [0.0, -0.1, -0.4], [0.1, -0.2, -0.1], [-0.5, 0.1, 0.3], [0.2, 0.2, 0.0], [0.0, -0.3, 0.8], [-0.2, -0.1, -0.5], [0.3, -0.1, -0.3], [0.5, -0.3, 0.3], [-0.5, -0.2, -0.1], [0.6, -0.1, 0.5], [0.2, -0.6, -0.1], [0.1, -0.1, -0.1], [0.1, 0.1, 0.1], [0.1, 0.3, 0.1], [0.1, -0.2, 0.1], [0.0, -0.5, 0.0], [-0.4, -0.1, 0.1], [-0.1, 0.0, -0.2], [-1.0, 0.5, 1.4], [2.0, -1.0, -2.7], [1.0, -1.8, 0.7], [0.1, 0.5, -0.8], [1.5, -0.7, -1.3], [-0.8, -1.4, 4.3], [-2.6, 3.7, -0.5], [1.5, -1.2, -1.0], [-0.8, 0.4, 0.6], [-0.5, 0.1, -0.1], [0.0, 0.1, 0.0], [-0.1, 0.2, 0.1], [0.3, 0.0, -0.6], [-0.5, 0.5, 0.3], [-2.6, 0.2, 1.0], [0.2, 0.7, -2.1], [0.5, 0.4, 2.2], [1.6, -1.1, -2.3], [0.1, -0.1, -0.5], [0.9, -1.3, -0.4], [0.8, 0.9, -1.2], [-1.7, -0.3, 1.5], [-1.2, 0.4, 1.6], [1.9, -0.6, 0.2], [0.0, 0.0, 0.0], [-0.7, 0.4, 0.3], [0.0, 0.3, -0.8], [0.1, 0.2, 0.7], [-1.1, 1.6, -1.4], [1.3, 0.8, -1.5], [2.2, 0.9, 0.3], [-3.0, -0.7, -0.9], [-1.8, -2.3, -0.3], [0.5, -1.0, 3.7], [0.0, -0.3, 1.1], [1.8, 0.5, 0.0], [1.8, 1.8, -2.1], [-1.6, -1.1, 0.6], [0.3, 0.3, -0.6], [-0.5, -0.1, 0.5], [-0.7, -0.3, -0.3], [0.5, -0.1, 0.6], [1.1, 2.4, 0.2], [-0.9, -0.6, 0.1], [-0.6, -0.5, 0.2], [2.6, -0.3, -1.6], [0.6, -1.7, 0.1], [-0.6, -0.7, 1.6], [-0.8, -1.0, -0.9], [-0.4, -0.3, 0.6], [-1.8, 1.0, 0.0], [0.4, 1.8, -0.1], [0.0, 0.3, 0.0], [-0.2, -0.2, -0.3], [1.3, 0.0, -0.5], [-0.6, -0.1, 0.4], [-0.2, -0.2, 0.2], [0.0, 0.5, -0.3], [0.2, -0.3, 0.2], [0.4, -0.6, 0.1], [0.1, 0.2, -0.1], [-0.4, 0.3, 0.2], [0.1, -0.7, 0.6], [-0.2, 0.3, -0.5], [0.1, 0.3, 0.5], [-0.4, -0.1, -0.1], [0.3, 0.2, -0.4], [-0.7, 0.0, 0.0], [1.3, 0.6, 1.0], [-1.1, -0.5, -0.3], [0.3, 0.3, -0.4], [0.3, -0.4, -0.6], [-0.3, 0.4, 0.3], [0.0, -0.4, 0.5], [0.0, -0.9, -0.6], [0.0, 0.6, 0.0], [0.3, 0.3, 0.0], [-0.1, 0.3, -0.1], [0.0, 0.4, 0.6], [0.2, -0.6, 0.3], [-0.1, -0.3, -0.2], [-0.1, 0.1, -0.7], [0.0, 0.5, 0.0], [-0.1, -0.1, -1.0], [1.1, -0.8, 1.0], [-0.4, 0.2, -0.2], [-0.3, 0.3, 0.0], [-0.3, -0.2, -0.1], [0.9, 1.3, 0.5], [0.5, -0.1, -0.4], [-0.3, -0.7, 0.4], [-0.8, -0.4, -0.4], [-1.2, 1.3, 0.1], [0.2, -0.6, 0.2], [0.6, -0.9, -0.5], [0.0, 0.0, 0.3], [0.2, 0.2, 0.2], [-0.6, 0.2, 0.0], [0.6, 0.0, 0.5], [-0.1, -0.1, -0.1], [0.0, -0.3, -0.4], [-0.1, 0.2, 0.1], [0.3, 1.4, 0.0], [-0.1, -0.8, -0.5], [-0.9, -1.2, 0.9], [0.4, 0.4, -0.3], [0.3, 0.2, 0.0], [-0.5, -1.8, -0.2], [0.2, 0.3, 0.3], [0.4, 0.7, -0.5], [-0.1, 0.8, 0.3], [0.0, 0.1, 0.0], [-1.4, -1.1, 0.5], [1.4, 1.6, -1.4], [0.0, -0.3, 0.2], [-0.6, 0.0, 0.5], [0.6, -0.2, 0.2], [0.2, 0.7, 1.3], [-0.4, 0.6, -0.2], [-0.4, -1.2, -1.5], [0.7, 0.1, 0.4], [-0.3, -0.1, 0.2], [0.0, 0.1, -1.1], [0.0, 0.2, 0.1], [-0.2, -1.0, 1.0], [0.4, 0.3, -0.1], [-0.3, 0.2, -0.1], [-0.2, -0.2, -0.4], [0.2, 0.4, 0.7], [-0.2, -0.2, 0.0], [-0.1, 0.2, -0.2], [0.2, -0.2, -0.3], [-0.1, 0.3, -0.4], [0.4, -0.7, 0.2], [0.5, 0.0, 0.6], [-0.3, 0.4, -0.2], [-0.3, 0.1, -0.4], [1.2, -0.4, 1.0], [-0.3, 1.3, 0.4], [0.0, -0.4, -0.3], [-0.5, -0.4, -0.7], [-0.3, -0.3, -0.3], [0.2, -0.8, 0.7], [0.1, 0.4, -0.1], [-0.5, 0.7, -0.7], [0.3, -0.1, -0.2], [0.0, -0.2, 0.4], [0.0, -0.4, -0.2], [0.4, 0.5, -0.4], [-0.4, -0.4, 0.3], [0.3, 0.3, 0.2], [-0.2, 0.0, 0.4], [0.1, -0.8, -0.8], [-0.1, 0.1, -0.2], [0.6, 0.6, 0.4], [-0.4, 0.0, 0.2], [-0.2, 0.4, 0.3], [0.9, 0.5, -0.5], [-0.5, -0.4, 0.2], [-0.2, -0.3, 0.3], [-0.2, -0.2, -0.3], [-0.2, 0.4, 0.2], [-0.6, -0.3, 0.5], [0.3, 0.4, 0.1], [0.2, 0.0, 0.4], [0.1, 0.3, -0.4], [0.0, -0.4, -0.5], [-0.5, 0.3, 0.8], [0.4, 0.2, -0.2], [0.0, -0.1, 0.1], [0.1, 0.1, -0.6], [-0.1, -0.5, 0.1], [-1.0, 0.6, -1.0], [0.0, 0.3, 0.4], [0.2, -0.4, 0.2], [0.9, -0.3, 0.2], [-0.3, 0.0, 0.3], [-0.3, -0.9, -0.1], [0.2, 0.9, -1.2], [0.4, -0.2, 0.9], [0.0, -0.4, 0.1], [-0.6, 0.6, 0.3], [-0.8, 0.5, 0.1], [-0.1, 0.0, -0.4], [-0.2, 0.8, -0.5], [-0.1, -0.5, 0.6], [0.9, -0.6, 0.2], [0.6, 0.4, 0.8], [-0.3, -0.2, -1.2], [-0.3, -0.2, 0.5], [0.3, 0.1, -0.2], [-0.2, -0.2, 0.1], [0.3, 0.5, 0.2], [1.3, -0.2, -0.8], [-0.2, -0.5, 0.1], [-0.5, -0.2, 0.4], [-1.0, 0.5, 0.0], [-0.1, 0.6, 0.2], [0.8, 0.7, 0.1], [0.1, -1.1, 0.2], [-0.5, -0.1, -0.2], [-0.3, 0.0, -0.1], [-0.1, 0.3, -1.4], [0.4, -1.1, -0.2], [0.0, -0.4, 0.0], [0.4, 0.7, 1.0], [-0.6, 0.5, 0.5], [1.0, -0.9, -0.1], [-0.2, 0.3, 0.2], [-0.6, 0.3, 0.1], [0.3, 0.2, -0.4], [-0.6, 0.0, 0.2], [-0.7, -0.5, 0.1], [0.3, 0.1, 0.1], [0.0, 0.0, -0.1], [0.1, 0.0, 0.3], [0.4, 0.0, -0.3]],
  "lowdin_charge": [-0.134, -0.294, -0.233, -0.255, 1.069, -0.254, -0.211, -0.193, -0.107, -0.248, -0.168, -0.228, -0.101, -0.235, -0.209, -0.270, -0.111, 0.048, 0.027, 0.011, 0.089, 0.031, 0.087, 0.093, 0.041, 0.049, 0.072, 0.076, 0.095, 0.072, 0.063, 0.077, 0.030, 0.042, 0.019, 0.062, 0.043, 0.067, 0.062, 0.092, 0.075, 0.059, 0.046, 0.046, 0.035, 0.073, 0.098, 0.088, 0.108, 0.080, 0.070, 0.071, 0.031, 0.111, -0.234, -0.311, 0.110, 0.081, -0.198, -0.349, 0.139, 0.083, 0.104, 0.118, 0.108, 0.073, 0.116, 0.066, -0.149, -0.270, 0.102, 0.077, -0.234, -0.293, 0.065, 0.076, 0.067, 0.118, 0.132, 0.065, 0.109, 0.058, -0.177, -0.308, 0.093, 0.042, -0.144, -0.323, 0.066, -0.017, 0.104, 0.138, 0.123, -0.012, 0.111, 0.050, -0.252, -0.280, 0.095, 0.065, -0.176, -0.339, 0.108, 0.043, 0.151, 0.143, 0.122, 0.033, 0.121, -0.044, 0.057, 0.052, -0.077, -0.061, -0.004, -1.005, 0.497, 0.523, 0.018, 0.006, -0.886, 0.491, 0.548, 0.021, -0.037, -0.969, 0.495, 0.481, -0.024, 0.034, -0.968, 0.534, 0.565, 0.014, 0.035, -0.923, 0.470, 0.465, -0.029, 0.004, -0.951, 0.431, 0.493, 0.035, -0.034, -0.903, 0.605, 0.453, 0.036, -0.021, -0.981, 0.480, 0.479, 0.022, 0.004, -0.829, 0.486, 0.438, 0.039, 0.001, -1.048, 0.523, 0.572, 0.040, 0.007, -1.095, 0.572, 0.461, -0.001, 0.017, -0.903, 0.517, 0.432, 0.013, 0.003, -1.051, 0.518, 0.520, 0.026, 0.034, -1.046, 0.538, 0.471, 0.008, -0.020, -0.968, 0.490, 0.509, 0.001, 0.034, -1.067, 0.557, 0.549, -0.009, 0.027, -0.958, 0.498, 0.461, -0.002, 0.028, -0.991, 0.526, 0.520, 0.049, -0.032, -1.024, 0.515, 0.619, -0.039, 0.043, -0.995, 0.495, 0.466, -0.030, 0.017, -1.023, 0.500, 0.511, -0.005, 0.025, -0.953, 0.494, 0.483, 0.023, 0.019, -1.068, 0.557, 0.560, -0.012, -0.041, -1.022, 0.532, 0.501, 0.043, 0.025, -1.002, 0.515, 0.532, -0.004, -0.027, -0.945, 0.413, 0.501, 0.032, -0.030, -0.948, 0.498, 0.584, -0.004, 0.028, -1.051, 0.487, 0.504, -0.002, 0.012, -0.938, 0.509, 0.521, -0.011, 0.024, -0.967, 0.508, 0.451, 0.015, 0.019, -0.990, 0.557, 0.483, 0.039, 0.008]
}